1.
18
Properties=species:S:1:pos:R:3:mulliken_charge:R:1 method="wB97M-V/def2-TZVPD" energy_ha=-476.9595 smiles="O=C[C@@]12[C@H]3[C@@H]1C=C1C=CN[C@@]132" relative_energy_kj_mol=525.0 multiplicity=1 lumo_ev="0.57 / 0.57"
O 2.75623 -0.25914 0.07353 -0.510
C 1.95670 -0.34056 0.97992 -0.097
C 0.61053 -0.86157 0.86709 0.134
C -0.26529 -1.65751 0.02099 -0.580
C -0.86138 -1.12136 1.33419 -0.080
C -1.73715 0.03417 0.99944 -0.941
C -1.16542 0.62044 -0.07187 0.870
C -0.96856 1.71800 -0.86564 -1.107
C 0.05007 1.43185 -1.76066 -0.429
N 0.64631 0.25091 -1.50848 -0.221
C -0.05409 -0.30411 -0.42446 0.325
H 2.25227 0.16391 2.06438 0.222
H -0.15956 -2.72020 -0.39473 0.328
H -0.95962 -1.96142 2.11179 0.389
H -2.49665 0.25758 1.69303 0.466
H -1.60797 2.57600 -0.72690 0.392
H 0.42602 1.99714 -2.52459 0.513
H 1.57755 0.17587 -1.86703 0.325

2.
76
Properties=species:S:1:pos:R:3:mulliken_charge:R:1 method="wB97M-V/def2-TZVPD" energy_ha=-2991.2421 relative_energy_kj_mol=103.4 multiplicity=3 total_charge=-1 lumo_ev="2.64 / 1.96"
Ti 0.09097 0.36986 0.12138 -0.409
O 2.76681 -3.89820 2.37649 -0.698
C 2.24972 -4.51203 1.28960 0.268
C 2.45944 -5.87989 1.15787 -0.649
C 2.00973 -6.55575 0.03779 -0.293
C 1.34813 -5.86499 -0.97076 -0.992
C 1.10310 -4.51434 -0.82529 -0.121
C 1.51460 -3.81400 0.31236 0.497
C 1.27015 -2.37516 0.44404 0.710
O 0.21424 -1.75407 -0.15705 -0.413
N 2.14722 -1.64462 1.04701 -1.059
N 1.87717 -0.30188 0.93048 0.308
C 2.90422 0.55601 1.02771 -1.055
C 2.78364 1.74556 0.27983 0.832
C 3.74748 2.77651 0.27123 -1.079
C 3.59166 3.84066 -0.57874 -0.132
C 2.46664 3.88984 -1.41569 -0.989
C 1.54073 2.87003 -1.33555 -0.110
N 1.66993 1.82055 -0.52483 0.267
H 2.70664 -2.93353 2.21428 0.479
H 3.00210 -6.39232 1.94139 0.428
H 2.18954 -7.61956 -0.05273 0.366
H 1.01118 -6.38178 -1.85973 0.405
H 0.57521 -3.97580 -1.60045 0.447
H 3.81958 0.30379 1.55365 0.369
H 4.59985 2.70872 0.93532 0.377
H 4.32653 4.63558 -0.60228 0.396
H 2.30626 4.71520 -2.09435 0.394
H 0.63532 2.89363 -1.93093 0.498
C -5.76762 0.66478 1.15995 -0.617
C -4.68609 0.81648 2.01860 -1.209
C -3.40341 0.53517 1.57959 -0.170
C -3.17720 0.08236 0.28209 -0.099
C -4.25969 -0.03321 -0.58405 -0.280
C -5.54560 0.24874 -0.14438 -0.831
N -1.85586 -0.23711 -0.19036 1.568
N -1.41432 0.80427 -1.15477 -0.661
C -1.46414 2.05536 -0.42599 0.811
C -2.03906 3.17407 -1.02219 -0.493
C -2.02030 4.38260 -0.33592 -0.629
C -1.43612 4.46177 0.92103 -0.718
C -0.84402 3.33656 1.49443 -1.020
C -0.84027 2.10999 0.84065 0.426
H -6.77356 0.87892 1.50011 0.372
H -4.84118 1.15642 3.03528 0.426
H -2.55576 0.65959 2.23667 0.574
H -4.08172 -0.34891 -1.60312 0.387
H -6.37975 0.14120 -0.82783 0.415
H -2.51235 3.07658 -1.99250 0.409
H -2.47914 5.26184 -0.77444 0.388
H -1.43347 5.40519 1.45707 0.370
H -0.36350 3.43977 2.46417 0.441
C -3.47935 -3.11753 -4.44646 -0.483
C -2.91162 -1.86645 -4.24194 -0.663
C -2.35976 -1.53525 -3.01045 -0.373
C -2.33046 -2.46927 -1.96844 0.572
C -2.87559 -3.73317 -2.20615 -0.493
C -3.47077 -4.05092 -3.42041 -0.691
Si -1.53731 -2.18834 -0.25710 0.716
C -2.31752 -2.33028 1.46684 0.864
C -1.55466 -2.01252 2.59111 -0.312
C -2.04479 -2.21389 3.87431 -0.914
C -3.31613 -2.73852 4.05657 -0.590
C -4.08178 -3.08036 2.94881 -0.688
C -3.57868 -2.89260 1.67064 -0.149
H -3.92323 -3.36804 -5.40293 0.346
H -2.90993 -1.13817 -5.04486 0.405
H -1.97015 -0.53789 -2.83632 0.397
H -2.81185 -4.48040 -1.42145 0.411
H -3.91081 -5.02983 -3.57185 0.377
H -1.17235 -3.65991 -0.18686 -0.434
H -0.56566 -1.57372 2.47052 0.264
H -1.43799 -1.95073 4.73265 0.424
H -3.70870 -2.88532 5.05555 0.368
H -5.07689 -3.48816 3.08383 0.406
H -4.19247 -3.15161 0.81361 0.342

3.
9
Properties=species:S:1:pos:R:3:mulliken_charge:R:1 method="wB97M-V/def2-TZVPD" energy_ha=-151.1298 smiles=CNN relative_energy_kj_mol=181.7 multiplicity=1 lumo_ev=1.05
C -0.84370 -0.67823 -0.10826 -0.682
N -0.08030 0.69180 -0.47485 -0.341
N 1.06827 1.08763 0.37963 -0.506
H -1.36675 -0.63477 0.86178 0.247
H -1.49892 -0.83714 -1.04213 0.273
H 0.00345 -1.36009 0.08754 0.265
H 0.19630 0.46719 -1.41688 0.258
H 0.77094 0.96804 1.38050 0.260
H 1.75071 0.29557 0.33266 0.226

4.
45
Properties=species:S:1:pos:R:3:mulliken_charge:R:1 method="wB97M-V/def2-TZVPD" energy_ha=-1146.5429 relative_energy_kj_mol=255.1 multiplicity=1 lumo_ev=-0.89
O 2.49760 -1.77009 -1.85636 -0.593
H 2.54575 -1.98547 -0.90858 0.399
H 3.27984 -1.75744 -2.39596 0.265
O -2.15335 0.43991 -0.91079 -0.596
H -2.14196 0.30156 0.03569 0.347
H -1.57443 -0.19748 -1.31781 0.287
O -2.15623 -4.12196 -0.21000 -0.625
H -1.37319 -3.90068 0.29803 0.343
H -1.87056 -4.18791 -1.10784 0.304
O 0.59117 -2.90021 -0.55618 -0.668
H 0.65413 -2.48432 -1.42802 0.425
H 0.07438 -2.27941 -0.04608 0.136
O 3.40440 -1.81993 0.62973 -0.566
H 3.70432 -1.03451 1.05830 0.258
H 3.85229 -2.52587 1.09582 0.263
O 0.85713 3.59975 -3.08320 -0.638
H 0.08607 3.80977 -2.57133 0.336
H 1.25062 2.75269 -2.85332 0.367
O -2.15281 -1.73177 1.40647 -0.579
H -1.48083 -1.88245 0.74698 0.245
H -2.45970 -2.62500 1.59590 0.307
O -0.23944 1.98200 3.93392 -0.576
H 0.61933 2.36268 4.01076 0.275
H -0.09885 1.25601 3.36027 0.306
O 1.19868 0.19543 0.26458 -0.381
H 1.95898 0.38532 -0.29978 0.210
H 1.09488 1.02261 0.72884 0.231
O 2.66387 1.44247 -2.84444 -0.654
H 3.41639 1.79849 -2.36603 0.298
H 2.80902 0.50220 -2.89885 0.242
O -2.49036 0.60455 3.05086 -0.567
H -2.46479 0.25686 3.94044 0.288
H -2.13429 0.02904 2.36912 0.278
O -2.40208 3.90951 2.06415 -0.634
H -1.85223 3.36831 2.62994 0.320
H -2.18926 3.77225 1.14833 0.310
O -0.03531 -0.04068 -3.00611 -0.595
H 0.36097 0.26578 -2.19406 0.287
H 0.78603 -0.28026 -3.45175 0.282
O 0.76994 -1.94259 2.26724 -0.615
H 0.60379 -1.03927 2.18304 0.284
H 1.28992 -2.25118 1.51924 0.381
O -2.82100 3.24631 -1.27464 -0.601
H -2.52244 2.36135 -1.52382 0.326
H -3.75638 3.09364 -1.23275 0.289

5.
12
Properties=species:S:1:pos:R:3:mulliken_charge:R:1 method="wB97M-V/def2-TZVPD" energy_ha=-302.5245 relative_energy_kj_mol=442.7 multiplicity=1 lumo_ev=-0.56
H 1.33459 -1.00018 1.04425 0.300
N 0.51089 -0.52349 1.42236 -0.518
C -0.54202 -0.79459 0.76512 -0.256
C -0.59004 -1.80808 -0.27036 0.367
N -0.60012 -2.68182 -1.02882 -0.369
H -1.48216 -0.32818 1.05435 0.448
H 1.27303 1.03860 1.00514 0.262
H 1.32286 1.44905 0.38223 -0.207
C -0.61849 1.00261 -1.20628 -0.163
O 0.19781 1.85667 -0.96688 -0.432
H -0.38420 0.13275 -1.84358 0.299
H -1.65386 1.07764 -0.82571 0.268